A structure of composition C16H12Br2NS4SbTi at a distorted geometry. Source: OMol25; level of theory: wB97M-V/def2-TZVPD.

CARTESIAN COORDINATES (ANGSTROEM)
Ti  -0.68  -1.51  0.84
C  3.59  -2.26  1.67
C  4.15  -1.30  0.85
C  3.34  -0.41  0.16
C  1.96  -0.51  0.27
C  1.36  -1.50  1.08
C  2.21  -2.36  1.78
C  1.03  0.42  -0.40
C  1.40  1.60  -1.06
C  0.45  2.42  -1.56
C  -0.92  2.13  -1.38
C  -1.96  2.98  -1.85
C  -3.26  2.65  -1.63
C  -3.59  1.47  -0.93
C  -2.60  0.63  -0.48
C  -1.25  0.95  -0.72
N  -0.26  0.10  -0.28
H  4.22  -2.95  2.21
H  5.23  -1.23  0.74
H  3.79  0.34  -0.48
H  1.78  -3.12  2.42
H  2.45  1.84  -1.17
H  0.72  3.33  -2.09
H  -1.69  3.87  -2.40
H  -4.06  3.30  -1.98
H  -4.63  1.21  -0.77
H  -2.88  -0.28  0.04
Br  -0.56  0.96  2.63
C  -0.58  0.53  4.44
Br  -2.01  -2.18  2.75
H  -1.40  -0.12  4.72
H  -0.31  1.36  5.08
S  -1.88  -3.47  -4.59
Sb  -0.34  -2.39  -3.27
S  -0.40  -3.70  0.06
S  -1.90  -2.64  -0.88
S  -0.52  -0.15  -3.85

Results
HOMO-LUMO gap (spin up / spin down) = 4.469 / 4.291 eV
net charge = -1
multiplicity = 2
relative energy (zero: lowest compared OMol25 entry of this formula, charge and spin) = 0.00 kcal/mol
<S²> = 0.75
LUMO (spin up / spin down) = 1.11 / 0.94 eV

---

The ion C8H17N2 with charge +1 at a distorted geometry. Source: OMol25; level of theory: wB97M-V/def2-TZVPD.

CARTESIAN COORDINATES (ANGSTROEM)
C  -0.43  -1.27  1.28
C  -0.77  -0.55  0.30
C  -0.84  2.58  -1.44
C  0.29  0.44  -0.81
C  -0.11  -0.23  -2.04
C  1.70  0.19  -0.44
C  0.03  2.35  0.76
C  0.10  -3.65  1.86
N  -0.04  1.74  -0.57
N  0.01  -2.18  2.06
H  -1.78  -0.53  0.06
H  -0.58  3.65  -1.27
H  -0.71  2.38  -2.52
H  -1.98  2.46  -1.09
H  0.55  -0.28  -2.94
H  -1.00  0.37  -2.47
H  -0.37  -1.28  -1.65
H  2.02  -0.86  -0.74
H  1.75  0.41  0.59
H  2.28  0.81  -1.19
H  -0.97  2.84  1.10
H  0.08  1.72  1.63
H  0.86  3.10  0.86
H  0.24  -4.03  0.90
H  0.76  -4.09  2.50
H  -0.88  -3.96  2.26
H  -0.22  -2.12  3.00

Results
HOMO-LUMO gap = 8.280 eV
net charge = +1
SMILES string = C[NH+]=C=CC(C)(C)N(C)C
relative energy (zero: lowest compared OMol25 entry of this formula, charge and spin) = 119.49 kcal/mol
LUMO = -3.74 eV

---

A structure of composition C15H20F3InN4O3S at a distorted geometry. Source: OMol25; level of theory: wB97M-V/def2-TZVPD.

CARTESIAN COORDINATES (ANGSTROEM)
In  -0.42  -0.45  -0.78
C  1.08  -4.67  -1.84
C  0.42  -5.48  -0.93
C  -0.39  -4.90  0.04
C  -0.53  -3.52  0.07
N  0.05  -2.78  -0.88
C  0.84  -3.31  -1.79
C  -1.28  -2.83  1.16
C  -1.58  -3.46  2.37
C  -2.27  -2.76  3.34
C  -2.64  -1.44  3.10
C  -2.27  -0.87  1.90
N  -1.62  -1.56  0.97
H  1.74  -5.09  -2.58
H  0.53  -6.55  -0.96
H  -0.90  -5.53  0.75
H  1.31  -2.62  -2.49
H  -1.27  -4.46  2.57
H  -2.51  -3.22  4.29
H  -3.20  -0.87  3.83
H  -2.51  0.16  1.67
C  1.14  4.41  -0.41
C  0.02  3.76  -1.20
C  0.59  2.89  -2.33
C  -0.93  4.82  -1.77
N  -0.73  2.96  -0.24
N  -1.52  1.95  -0.64
H  1.71  5.09  -1.03
H  1.83  3.65  -0.03
H  0.74  4.98  0.43
H  1.21  3.52  -2.96
H  -0.20  2.48  -2.98
H  1.20  2.08  -1.93
H  -0.36  5.54  -2.35
H  -1.41  5.37  -0.96
H  -1.69  4.40  -2.41
H  -0.25  2.79  0.64
H  -1.96  2.15  -1.54
H  -2.22  1.69  0.07
F  4.27  -0.42  0.91
C  3.37  0.45  1.31
F  3.38  0.54  2.63
F  3.61  1.64  0.77
S  1.70  -0.06  0.70
O  1.29  -1.32  1.24
O  1.87  -0.11  -0.76
O  0.75  1.00  1.02

Results
HOMO-LUMO gap (spin up / spin down) = 6.306 / 6.608 eV
net charge = +2
relative energy (zero: lowest compared OMol25 entry of this formula, charge and spin) = 25.66 kcal/mol
LUMO (spin up / spin down) = -8.90 / -8.85 eV

---

The ion C5H8N with charge +1 at a distorted geometry. Source: OMol25; level of theory: wB97M-V/def2-TZVPD.

CARTESIAN COORDINATES (ANGSTROEM)
C  -0.48  1.50  0.07
C  -1.01  2.59  0.38
C  -0.80  0.10  0.42
C  -1.90  -0.58  -0.26
C  1.89  0.58  0.10
N  0.59  0.66  -0.37
H  -0.74  0.01  1.46
H  -1.65  -1.68  -0.43
H  -2.32  -0.14  -1.10
H  -2.62  -0.69  0.55
H  2.34  1.31  -0.54
H  2.12  0.92  1.11
H  2.29  -0.43  -0.19
H  0.64  0.62  -1.39

Results
HOMO-LUMO gap = 9.726 eV
net charge = +1
relative energy (zero: lowest compared OMol25 entry of this formula, charge and spin) = 169.25 kcal/mol
LUMO = -5.92 eV